{"formula": "C34H44BaBr4NO6P", "method": "ωB97M-V with the def2-TZVPD basis set", "total_charge": -2, "energy_ev": -339901.6688, "e_above_lowest_kj_mol": 34.6, "e_homo_ev": [-1.819, -1.819], "largest_force_ev_per_a": 2.50, "symbols": ["Ba", "C", "O", "C", "C", "O", "C", "H", "H", "H", "H", "H", "H", "H", "H", "H", "H", "C", "C", "C", "P", "C", "C", "C", "C", "C", "C", "C", "C", "C", "C", "N", "C", "C", "C", "C", "C", "C", "C", "C", "C", "H", "H", "H", "H", "H", "H", "H", "H", "H", "H", "H", "H", "H", "H", "H", "H", "H", "H", "H", "H", "H", "H", "H", "H", "H", "H", "H", "H", "H", "H", "H", "Br", "C", "C", "Br", "C", "Br", "C", "O", "C", "O", "C", "Br", "C", "O", "C", "O", "H", "H", "H"], "xyz": [[-1.092167, -0.818661, 1.118694], [0.315029, 0.632112, 4.835883], [-0.825976, 0.693666, 4.008278], [-1.539070, 1.893472, 4.205898], [-0.774410, 3.128184, 3.897130], [-0.186150, 3.122470, 2.626819], [-1.059029, 3.481661, 1.527167], [0.055828, 1.030041, 5.796622], [1.195038, 1.119593, 4.404527], [0.593994, -0.453392, 5.049740], [-1.812902, 1.962540, 5.272798], [-2.437554, 1.837090, 3.539903], [0.039455, 3.326852, 4.600263], [-1.477783, 3.959688, 4.045238], [-0.817824, 4.490558, 1.247813], [-2.078123, 3.421047, 1.859884], [-0.930551, 2.767796, 0.737307], [-1.310114, 2.051266, -1.945165], [-1.095711, 1.039412, -3.096795], [-0.283362, 1.694373, -4.193339], [-0.450256, -0.564356, -2.448994], [-0.968227, -1.758589, -3.781649], [-0.894379, -1.414841, -5.251563], [-0.252751, -3.100640, -3.543814], [1.360779, -0.513492, -2.627583], [2.018529, -0.649672, -3.858003], [3.431060, -0.633299, -3.909698], [4.221645, -0.524672, -5.220050], [4.120705, -0.669244, -2.689453], [3.503118, -0.530453, -1.496414], [2.079044, -0.418142, -1.418215], [1.398452, -0.227876, -0.255468], [2.132190, -0.004305, 0.892946], [2.479385, -1.084209, 1.718179], [2.276710, -2.531878, 1.248486], [3.088556, -0.869200, 2.953644], [3.448843, 0.422054, 3.356435], [4.114975, 0.621436, 4.642041], [3.118818, 1.490634, 2.536252], [2.445463, 1.304748, 1.343461], [2.068496, 2.451101, 0.461423], [-1.687545, 3.016532, -2.355872], [-0.370061, 2.217052, -1.412478], [-2.013374, 1.709533, -1.232926], [-2.124299, 0.836729, -3.510955], [0.664816, 1.970939, -3.787299], [-0.828424, 2.596651, -4.550623], [-0.102508, 1.036680, -5.050504], [-2.062423, -1.911713, -3.564086], [0.119948, -1.409129, -5.588429], [-1.347639, -0.481525, -5.490170], [-1.432000, -2.238580, -5.811258], [0.786647, -3.017525, -3.859138], [-0.758855, -3.940572, -4.074326], [-0.233795, -3.350671, -2.505260], [1.466120, -0.724424, -4.752398], [3.716082, -0.992356, -6.080475], [5.226593, -0.899761, -5.070886], [4.297304, 0.511935, -5.553661], [5.193546, -0.752139, -2.721661], [4.055608, -0.366144, -0.584908], [1.260151, -2.823770, 1.078573], [2.774909, -3.194824, 1.966661], [2.774948, -2.621197, 0.283597], [3.349104, -1.700033, 3.581951], [5.202466, 0.738227, 4.551700], [3.990165, -0.303827, 5.237160], [3.715302, 1.442604, 5.242065], [3.253736, 2.527308, 2.898177], [2.357134, 3.395148, 0.948947], [1.003253, 2.467516, 0.276076], [2.476578, 2.395376, -0.536575], [-8.674345, -1.056292, 0.210314], [-6.881013, -0.356467, 0.703145], [-6.691409, 0.898253, 1.182218], [-8.220755, 2.069792, 1.659740], [-5.351999, 1.323376, 1.465234], [-4.873937, 3.080373, 2.075192], [-4.181211, 0.535032, 1.323495], [-2.997158, 0.965704, 1.646197], [-4.425293, -0.827314, 0.831766], [-3.396570, -1.623303, 0.680160], [-5.743769, -1.210520, 0.515264], [-5.804989, -2.902466, -0.384750], [-1.531009, -4.120721, 0.078643], [-0.847669, -3.308153, 1.014476], [0.174037, -3.381064, 3.580385], [0.813296, -4.279584, 3.818981], [-2.347727, -3.532439, -0.446177], [-2.140378, -4.943953, 0.542687], [-0.821387, -4.639165, -0.658575]], "forces_ev_per_angstrom": [[0.6, -0.4, 0.1], [0.5, -1.9, 0.0], [0.4, -0.4, -0.2], [-1.1, -0.5, -0.2], [0.4, 0.9, -0.1], [0.1, 0.2, -0.7], [0.3, -0.4, 1.7], [0.0, 0.6, 0.8], [-0.2, 0.1, 0.0], [-0.4, 1.2, -0.7], [-0.3, 0.0, -0.1], [0.7, -0.1, 0.7], [0.1, -0.3, 0.1], [0.0, 0.2, -0.2], [0.1, 0.5, -0.5], [-0.6, 0.0, -0.1], [0.1, -0.1, -0.4], [0.7, 0.5, -1.2], [-1.2, 0.5, -0.2], [-0.8, 0.2, -0.6], [-0.3, -0.5, 0.2], [-1.0, -0.7, 0.4], [-0.8, -1.5, -0.4], [-0.4, 0.0, -0.6], [-0.4, -0.3, -1.0], [1.8, 0.6, 1.6], [-0.5, -0.5, -0.7], [-1.1, 0.1, 0.2], [0.2, 0.3, -1.3], [-1.1, 0.4, 0.9], [-0.1, 0.3, 1.1], [0.3, 0.3, -1.0], [0.3, 0.0, 0.8], [0.0, -1.1, 0.3], [1.1, 1.1, 0.2], [0.3, 1.2, -0.6], [-0.7, -0.5, -0.9], [0.7, -0.8, 1.6], [-0.4, 0.7, 0.3], [0.0, -0.6, -0.8], [-0.1, 0.6, 0.5], [0.3, -0.5, 0.3], [0.0, 0.1, -0.1], [-0.9, -0.5, 0.8], [0.8, -0.2, 0.4], [0.8, 0.4, 0.1], [0.4, -0.4, 0.1], [0.0, 0.2, 0.2], [0.9, 0.1, 0.1], [0.5, 0.0, -0.5], [-0.5, 0.7, -0.3], [0.5, 0.9, 0.3], [0.0, -0.1, -0.2], [0.4, 0.6, 0.2], [-0.1, -0.2, 0.8], [-0.3, 0.1, -0.8], [0.2, -0.4, 0.4], [0.2, -0.2, -0.2], [0.2, 0.3, 0.2], [0.4, 0.1, 0.0], [0.2, -0.4, 0.2], [-0.8, -0.2, 0.1], [-0.2, 0.0, -0.2], [0.1, -0.2, -0.1], [0.0, -0.4, 0.2], [-0.1, 0.3, -0.1], [0.0, 0.4, 0.0], [0.0, 0.1, -0.1], [0.2, -0.6, -0.2], [-0.1, -0.2, -0.3], [-0.3, 0.0, 0.2], [0.6, -0.1, -0.3], [1.2, 0.6, 0.4], [-0.3, -1.8, -0.8], [0.1, 1.5, 0.8], [1.1, -0.8, -0.4], [0.4, -0.1, 0.0], [-0.8, 0.1, 0.0], [-1.1, 0.3, 0.4], [-0.7, -0.8, -0.7], [1.1, -0.6, -0.1], [-1.5, 1.0, 0.0], [-0.1, 0.4, -0.2], [-0.4, 0.3, 0.3], [-0.1, 0.4, 0.3], [-0.4, -0.7, -0.8], [-0.1, 0.3, 0.0], [0.0, -0.2, -0.1], [1.0, -0.5, 0.0], [0.5, 0.2, 0.1], [-0.8, 0.7, 0.6]], "mulliken_charge": [1.088, -0.622, 0.053, -0.166, -0.836, -0.176, -0.067, 0.498, -0.018, 0.093, 0.451, -0.165, 0.431, 0.370, 0.260, -0.108, -0.094, -1.335, 0.511, -1.879, 0.978, 0.417, -1.735, -1.366, 0.875, -0.042, 0.178, -1.602, -1.163, -0.889, -0.977, 1.113, -1.190, 2.100, -1.466, -0.936, 0.647, -1.793, -0.669, 1.075, -1.261, 0.403, 0.058, 0.299, 0.499, 0.319, 0.475, 0.362, 0.434, 0.383, 0.334, 0.445, 0.287, 0.426, 0.137, 0.163, 0.334, 0.374, 0.289, 0.295, 0.446, 0.322, 0.331, 0.301, 0.269, 0.366, 0.385, 0.316, 0.147, 0.376, -0.253, 0.404, -0.252, 0.371, -0.207, -0.263, 0.111, -0.208, -0.592, 0.080, 0.307, -0.537, -0.119, -0.199, -0.615, -0.592, 0.273, -0.280, 0.043, 0.210, 0.159]}